Entry 1:
Computed, not measured: C53H48CoN4O5P as an isolated structure, with ωB97M-V/def2-TZVPD.

```
112
Properties=species:S:1:pos:R:3:forces:R:3
Co -0.457116 -0.926659 0.688765 -0.42 -1.38 -0.89
C 2.485358 1.679976 3.911441 0.09 -0.14 -0.03
O 3.053745 1.108665 2.713603 0.01 0.10 0.05
C 1.984237 0.926332 1.887921 0.05 -0.34 -0.02
N 0.901016 1.505237 2.161153 -0.01 0.47 -0.33
C 1.132087 2.209906 3.425402 -0.09 0.06 0.00
C -0.001245 2.052306 4.406923 -0.14 0.17 0.02
C 0.208669 2.278671 5.764679 -0.05 0.11 0.01
C -0.843408 2.190885 6.668997 -0.02 0.03 -0.07
C -2.120263 1.876761 6.219478 0.05 0.03 -0.05
C -2.332926 1.648941 4.865092 0.06 0.09 0.01
C -1.281374 1.737933 3.961886 -0.11 0.06 -0.10
C 2.296250 0.142971 0.662704 -0.91 -0.16 0.04
C 3.586180 0.221263 0.197613 0.50 -0.05 -0.42
C 3.927340 -0.384978 -1.007406 0.11 0.22 0.29
C 2.931933 -1.013232 -1.710464 -0.12 -0.22 -0.48
C 1.646500 -1.061441 -1.188454 0.23 0.29 0.64
N 1.314129 -0.556247 0.020159 1.11 0.43 0.03
C 0.563764 -1.698400 -1.918667 0.34 -0.19 -0.29
N -0.608531 -1.778543 -1.479416 -0.79 0.49 0.29
C -1.398029 -2.580669 -2.405756 0.13 -0.20 -0.11
C -0.417822 -2.788506 -3.591323 -0.03 -0.02 0.10
O 0.845766 -2.279457 -3.111093 0.04 -0.13 -0.21
C -2.716287 -1.982568 -2.823438 -0.05 0.02 -0.06
C -2.898303 -0.611062 -2.932195 0.12 0.05 0.10
C -4.114019 -0.090963 -3.354351 0.02 -0.05 -0.02
C -5.157686 -0.943067 -3.696706 0.11 -0.03 0.03
C -4.977092 -2.317674 -3.605497 0.02 0.05 -0.02
C -3.764706 -2.830851 -3.164471 -0.06 -0.04 0.01
H 3.162575 2.440081 4.294382 0.07 0.09 -0.11
H 2.354354 0.871299 4.629518 0.02 0.04 -0.02
H 1.207208 3.277282 3.184903 0.01 0.13 0.00
H 1.201950 2.533265 6.124542 -0.05 -0.06 -0.01
H -0.664213 2.364192 7.723301 0.00 0.00 0.00
H -2.943001 1.804530 6.921509 0.03 -0.01 -0.01
H -3.322143 1.391752 4.504176 0.04 -0.03 0.02
H -1.436180 1.517082 2.909812 0.03 0.04 0.19
H 4.316082 0.767649 0.778463 -0.05 -0.03 -0.01
H 4.941461 -0.336636 -1.384294 -0.04 -0.04 0.01
H 3.116506 -1.490760 -2.664887 -0.01 0.06 0.03
H -1.617419 -3.532935 -1.918331 0.09 -0.04 0.14
H -0.722321 -2.225489 -4.472171 0.07 0.14 -0.05
H -0.282042 -3.833346 -3.857915 0.02 -0.05 0.00
H -2.077361 0.045785 -2.661460 -0.14 -0.06 -0.01
H -4.250028 0.982838 -3.408116 0.02 0.00 0.01
H -6.107890 -0.539617 -4.024711 0.02 0.00 0.01
H -5.784582 -2.990794 -3.868316 0.02 0.01 0.02
H -3.635673 -3.905647 -3.071498 0.00 0.07 0.02
O -2.566573 -0.382302 0.527297 -0.49 0.17 -0.41
C -1.703541 0.385491 0.107957 0.30 0.89 0.87
C -2.122651 1.770638 -0.397924 -0.64 -0.98 0.56
C -3.376113 2.227847 0.012746 -0.35 0.19 0.11
C -3.815472 3.515428 -0.266595 0.09 -0.41 0.09
C -2.987357 4.367043 -0.985387 0.17 -0.02 -0.09
C -1.754340 3.903642 -1.414827 0.06 0.11 -0.16
C -1.314131 2.605028 -1.131598 0.74 0.64 -0.36
P 0.346335 2.028106 -1.703163 -0.16 0.11 0.03
C 0.083638 1.906611 -3.515284 0.08 -0.09 -0.07
C -1.152969 2.036797 -4.137257 -0.03 0.09 -0.20
C -1.307623 1.755397 -5.493541 0.08 0.02 0.12
C -0.216843 1.360414 -6.251593 0.01 0.03 0.02
C 1.032795 1.247440 -5.648360 -0.01 0.01 0.09
C 1.177690 1.504131 -4.292818 -0.04 -0.04 -0.04
C 1.319494 3.584261 -1.561635 0.05 0.03 0.02
C 1.693158 3.936827 -0.260834 0.00 -0.02 0.06
C 2.483709 5.050393 -0.022236 -0.03 0.01 -0.11
C 2.933803 5.825515 -1.087772 -0.05 -0.06 0.03
C 2.575313 5.481282 -2.382339 -0.04 -0.06 0.00
C 1.771458 4.368041 -2.619131 -0.02 0.07 -0.02
H -3.992580 1.539569 0.578927 0.00 0.01 0.00
H -4.787758 3.849967 0.076693 0.03 -0.02 0.01
H -3.295023 5.383045 -1.207744 0.03 -0.05 0.00
H -1.111813 4.561213 -1.990611 0.01 0.01 0.03
H -2.006256 2.369326 -3.560440 -0.05 -0.06 0.00
H -2.286667 1.840742 -5.949148 0.01 0.01 0.00
H -0.335304 1.140845 -7.306357 0.01 0.00 0.04
H 1.891426 0.940086 -6.232984 0.00 0.00 0.01
H 2.149934 1.382824 -3.820526 -0.07 -0.02 -0.03
H 1.355276 3.314960 0.563337 0.01 0.04 0.02
H 2.756899 5.310317 0.993676 0.00 -0.02 -0.02
H 3.561704 6.689767 -0.907533 -0.02 -0.01 0.00
H 2.915436 6.083769 -3.216949 0.00 -0.03 0.01
H 1.493843 4.118643 -3.637317 0.02 0.00 0.04
C -0.455836 -1.186054 5.080130 -0.02 -0.08 0.16
C 0.128927 -0.937488 3.700010 0.33 -0.14 -0.48
O 1.376249 -0.813306 3.600508 -0.55 -0.60 0.22
O -0.703480 -0.849173 2.752925 0.01 0.27 0.30
H 0.103497 -1.983193 5.576776 -0.03 0.06 -0.03
H -1.510762 -1.453121 5.008255 0.08 0.01 0.03
H -0.352927 -0.271861 5.676252 -0.01 -0.25 -0.04
C 4.347708 -4.129357 1.141588 -0.03 -0.06 0.07
N 2.952668 -4.489072 0.995044 -0.04 0.00 0.02
C 2.640868 -4.723622 -0.402602 -0.05 0.04 0.07
C 2.103407 -3.441722 1.592325 -0.08 0.00 0.00
C 0.624412 -3.773924 1.573622 -0.23 -0.45 -0.09
C 0.293576 -5.014977 2.145499 0.10 0.07 -0.09
C -1.011175 -5.472981 2.196866 0.04 0.03 -0.02
C -2.011595 -4.690786 1.629893 0.05 0.00 -0.05
C -1.682998 -3.465816 1.067957 0.07 0.04 -0.23
C -0.374454 -2.934918 1.041860 0.40 0.07 0.72
H 4.985435 -4.927951 0.750433 -0.03 0.04 0.00
H 4.583793 -3.987757 2.199161 -0.01 0.01 -0.06
H 4.602051 -3.193152 0.609029 -0.01 -0.01 0.01
H 3.262427 -5.539149 -0.784057 -0.02 0.04 0.01
H 2.820710 -3.830540 -1.030557 0.01 -0.03 0.01
H 1.592948 -5.007602 -0.508686 0.01 0.03 0.03
H 2.292844 -2.486742 1.097359 -0.06 0.14 -0.02
H 2.417882 -3.323946 2.631615 0.09 0.07 0.00
H 1.097723 -5.626654 2.548887 -0.06 0.04 0.00
H -1.244845 -6.420349 2.670995 0.01 0.00 -0.03
H -3.045709 -5.025432 1.644366 0.04 0.02 -0.02
H -2.487687 -2.878516 0.630328 0.00 0.05 0.13
```
Positions in Å, forces in eV/Å.

Calculated values
- 2S+1: 2
- Charge: -1
- Relative energy (zero: lowest compared OMol25 entry of this formula, charge and spin): 16.0 kcal/mol
- Total energy: -4367.81931 a.u.
- E_HOMO (alpha / beta): -3.7 / -3.8 eV
- Frontier orbital gap (alpha / beta): 6.04 / 6.16 eV

Here are the Löwdin charges for atoms 1 to 8, given in e: Co 0.43; C -0.10; O -0.01; C -0.35; N 0.17; C -0.24; C -0.18; C -0.05

=====

Entry 2:
Computed, not measured: C53H48N2O7P2RhS2Si as an isolated structure, with ωB97M-V/def2-TZVPD.

```
116
Properties=species:S:1:pos:R:3:forces:R:3
Rh 0.411558 0.221669 0.838399 0.22 -0.11 -0.28
C -3.207018 -2.385464 2.628579 0.01 -0.07 0.06
Si -2.082799 -1.443457 1.452563 0.90 -0.26 -0.18
C -1.578296 -2.717587 0.095978 0.03 0.06 0.11
C -2.557846 -3.669269 -0.198358 -0.19 -0.12 0.02
C -2.464200 -4.553530 -1.263487 0.01 -0.03 -0.03
C -1.358070 -4.512680 -2.093439 0.01 0.05 0.04
C -0.359441 -3.588195 -1.828782 -0.11 0.00 0.00
C -0.454096 -2.709534 -0.747134 0.12 -0.05 -0.33
P 0.979873 -1.604869 -0.447117 -0.27 0.60 0.44
C 1.911382 -2.623005 0.752101 0.01 -0.16 -0.02
C 2.387537 -2.096675 1.946480 0.02 0.03 -0.03
C 3.107703 -2.889744 2.827218 0.01 -0.01 0.03
C 3.364819 -4.215847 2.520046 0.01 -0.02 0.01
C 2.883510 -4.756054 1.335141 -0.01 0.01 -0.02
C 2.154512 -3.965351 0.462126 -0.02 -0.05 0.11
C 1.952764 -1.669290 -1.949676 -0.04 0.20 -0.23
C 1.336646 -1.066058 -3.055300 -0.14 0.16 0.10
C 1.785013 -1.205738 -4.345880 0.17 -0.20 0.01
C 2.867246 -2.089695 -4.549650 -0.07 0.08 -0.15
C 3.492740 -2.692943 -3.500523 0.17 0.11 0.25
C 3.191229 -2.346241 -2.129595 -0.96 -1.30 -0.62
C -3.103520 -0.263373 0.366091 -0.02 0.16 0.25
C -4.443071 -0.686239 0.291330 -0.12 0.01 0.05
C -5.396781 -0.017911 -0.453467 0.02 0.01 -0.02
C -5.025882 1.123712 -1.150403 -0.08 -0.07 0.04
C -3.713389 1.543484 -1.088928 -0.06 0.16 -0.04
C -2.729653 0.875126 -0.355448 0.26 -0.25 0.08
P -0.891331 1.586880 -0.421485 -0.60 -0.46 0.15
C -1.005326 1.714115 -2.267765 0.14 0.18 -0.01
C -1.616597 0.667716 -2.962139 0.06 -0.08 -0.04
C -1.710452 0.680509 -4.344341 0.03 -0.03 0.04
C -1.211655 1.754786 -5.067523 -0.01 0.01 -0.06
C -0.611039 2.807435 -4.396570 -0.01 -0.01 -0.02
C -0.506404 2.781190 -3.011858 0.02 -0.05 0.03
C -1.623631 3.106976 0.338207 0.01 0.15 -0.15
C -2.002990 4.235544 -0.387448 0.03 -0.04 0.07
C -2.673291 5.291555 0.223646 0.02 -0.04 -0.01
C -2.954413 5.248538 1.581782 -0.03 0.01 0.02
C -2.577476 4.128310 2.315632 -0.05 0.04 0.02
C -1.933333 3.066486 1.700361 -0.02 -0.04 -0.07
H -3.990128 -2.984269 2.166968 0.02 0.02 -0.01
H -3.674089 -1.705481 3.339008 0.02 0.03 0.00
H -2.562495 -3.070457 3.186099 -0.02 0.02 0.03
H -3.451987 -3.726690 0.410276 0.05 0.02 -0.02
H -3.263873 -5.262544 -1.444915 0.01 0.00 0.00
H -1.267685 -5.183456 -2.939255 -0.01 0.00 0.00
H 0.507046 -3.532000 -2.477013 0.00 -0.03 0.00
H 2.227133 -1.055204 2.195011 0.00 -0.01 0.02
H 3.471497 -2.461776 3.752767 0.01 0.00 -0.01
H 3.939964 -4.830934 3.201294 0.00 0.01 0.00
H 3.075486 -5.792815 1.087465 0.01 0.00 0.01
H 1.772038 -4.398661 -0.454582 -0.01 0.00 0.02
H 0.415846 -0.524896 -2.880683 -0.03 0.06 -0.03
H 1.264097 -0.740944 -5.172726 0.00 0.01 0.00
H 3.186951 -2.335200 -5.557642 -0.04 0.03 -0.01
H 4.304563 -3.387273 -3.680097 -0.01 -0.02 0.03
H 3.431387 -3.127674 -1.416545 0.18 0.25 0.10
H -4.766099 -1.565223 0.835372 0.04 0.02 0.00
H -6.416395 -0.383829 -0.482043 0.00 0.01 -0.01
H -5.749656 1.676084 -1.739062 0.00 0.00 0.00
H -3.442728 2.425237 -1.659537 0.02 0.02 0.01
H -2.017908 -0.177923 -2.414390 0.07 0.01 -0.05
H -2.163375 -0.161264 -4.853006 -0.01 0.01 -0.01
H -1.281660 1.765634 -6.148507 -0.01 0.00 0.01
H -0.208144 3.648177 -4.948745 0.00 -0.01 0.00
H 0.003355 3.591339 -2.507526 0.01 0.02 0.05
H -1.806249 4.289757 -1.448914 0.04 -0.02 -0.06
H -2.986922 6.141360 -0.373120 0.00 0.01 0.01
H -3.486862 6.063940 2.057665 0.00 0.00 0.00
H -2.813488 4.060853 3.371203 0.00 0.01 0.00
H -1.696045 2.183300 2.276670 0.00 0.00 0.00
O 2.901275 0.957360 1.323428 -0.12 -0.05 0.21
C 3.625829 1.105530 0.355969 0.03 -0.11 -0.11
N 3.169245 1.177347 -0.926414 0.01 0.05 0.00
S 5.174919 -1.608123 -0.294107 -0.05 -0.04 -0.24
O 4.633871 -1.345765 -1.720442 0.80 0.70 0.44
O 6.371116 -2.480845 -0.334356 0.01 -0.06 -0.02
C 5.897157 0.028053 0.072723 0.13 -0.13 0.01
C 7.279390 0.094742 0.141606 0.06 0.08 0.10
C 7.904421 1.241506 0.606554 -0.01 0.01 0.03
C 7.140479 2.306756 1.065142 -0.04 -0.02 -0.01
C 5.756071 2.236563 1.003932 0.08 -0.02 -0.01
C 5.128816 1.113768 0.475446 -0.09 0.16 -0.07
H 7.839849 -0.788578 -0.138101 -0.02 -0.01 -0.03
H 8.986106 1.285585 0.650941 0.00 0.02 0.00
H 7.616216 3.187746 1.478928 0.02 0.00 -0.01
H 5.153104 3.057080 1.365097 -0.04 0.05 0.00
C 0.567894 6.308687 2.471073 -0.01 -0.05 -0.07
N 1.279853 5.778652 1.282467 -0.01 -0.05 -0.03
C 0.753313 6.364599 0.022745 0.00 -0.04 0.09
C 1.231778 4.241270 1.289067 -0.01 0.18 0.06
C 1.818720 3.606412 0.078557 0.19 0.14 0.07
C 3.145559 4.059305 -0.319292 -0.02 -0.04 0.04
C 3.854028 3.511516 -1.324025 0.03 0.03 -0.03
C 3.427292 2.225853 -1.872102 -0.01 -0.02 0.03
C 1.983188 1.793068 -1.453091 -0.06 -0.03 0.00
C 1.134358 2.638420 -0.597381 0.10 -0.03 -0.07
H 0.674647 7.390820 2.506117 0.00 0.00 0.02
H 0.991050 5.849729 3.361315 -0.02 0.02 0.02
H -0.481517 6.030137 2.375852 0.04 0.03 0.03
H 2.260557 6.036497 1.352165 0.08 0.00 0.00
H -0.291547 6.077230 -0.061599 0.02 0.01 -0.02
H 1.318601 5.954264 -0.807907 0.00 0.00 -0.04
H 0.855585 7.447361 0.075924 -0.01 -0.01 -0.02
H 0.185987 3.995643 1.420893 0.00 -0.07 -0.03
H 1.766589 3.965738 2.203757 0.02 -0.03 -0.03
H 3.556868 4.958096 0.144773 0.01 0.02 0.00
H 4.756668 3.975715 -1.699830 -0.01 0.02 0.00
H 3.797865 1.883770 -2.831509 0.05 0.04 0.01
H 1.500170 1.143508 -2.168312 -0.06 0.00 -0.01
O -0.695821 -0.654734 4.803794 0.13 -0.03 0.10
S -0.782755 -0.177315 3.460855 -0.08 -0.10 -0.50
O -0.573961 -1.383002 2.425301 -0.60 -0.01 0.09
O 0.242288 0.812991 3.084151 -0.02 0.09 -0.07
O -2.121630 0.242698 3.010141 -0.32 0.23 0.39
```
Positions in Å, forces in eV/Å.

Calculated values
- Charge: -1
- Relative energy (zero: lowest compared OMol25 entry of this formula, charge and spin): 26.0 kcal/mol
- Total energy: -4563.72008 a.u.
- E_HOMO (alpha / beta): -3.8 / -4.0 eV
- Frontier orbital gap (alpha / beta): 5.12 / 5.33 eV

Here are the Löwdin charges for atoms 1 to 8, given in e: Rh 0.47; C -0.15; Si 0.54; C -0.19; C -0.10; C -0.09; C -0.09; C -0.09